No. 1
DFT (the ωB97M-V functional and the def2-TZVPD basis) results for a structure of composition C36H54MnN4 at a distorted geometry.

Output
⟨S²⟩: 3.9252
LUMO (alpha / beta) in Eh: 0.15795 / 0.15639
Gap between HOMO and LUMO (alpha / beta) in eV: 1.51 / 3.16

```
! RIJCOSX wB97M-V def2-TZVPD def2/J DEFGRID3
* xyz -2 4
Mn -0.406 0.514 -1.266
C -0.664 -0.754 2.724
C -0.803 -0.085 0.577
N -0.084 -0.019 1.725
H -2.502 -1.937 2.651
N -1.888 -0.815 0.924
H -0.250 -0.846 3.713
C 0.574 -1.177 -1.604
C 0.577 -1.486 -2.976
C 0.666 -2.816 -3.405
C 0.841 -3.845 -2.475
C 1.053 -3.520 -1.137
C 0.831 -2.205 -0.689
H 0.492 -0.654 -3.685
H 0.571 -3.067 -4.460
H 1.328 -4.322 -0.441
H 0.848 -1.999 0.379
C 0.813 -5.282 -2.898
H 0.594 -5.917 -2.034
H 1.778 -5.592 -3.318
H 0.042 -5.444 -3.658
C 1.232 0.595 1.908
C 1.231 1.296 3.264
C 2.312 -0.498 1.951
H 1.197 0.562 4.085
H 2.160 1.872 3.389
H 0.382 1.989 3.353
H 2.409 2.132 0.957
H 0.655 2.357 0.801
H 2.514 -0.938 0.964
C 1.455 1.603 0.794
H 2.030 -1.306 2.643
H 3.254 -0.066 2.325
H 1.516 1.116 -0.207
C -1.799 -1.254 2.218
C -2.904 -2.738 -0.159
H -2.960 -3.265 0.801
H -3.757 -3.048 -0.771
C -2.973 -1.229 0.021
H -3.483 -0.700 -2.004
C -4.317 -0.858 0.651
H -4.399 0.211 0.902
H -1.979 -3.035 -0.673
H -1.734 -0.867 -1.689
H -4.534 -1.445 1.559
H -5.105 -1.091 -0.081
C -2.701 -0.497 -1.270
H -2.724 0.584 -1.092
C 1.584 2.510 -5.907
N 1.623 1.952 -4.655
H -0.002 2.454 -7.392
N -0.297 1.516 -5.466
H 2.400 3.025 -6.377
C 2.779 2.213 -3.784
C 4.013 2.430 -4.653
C 2.516 3.502 -3.014
H 3.949 3.364 -5.222
H 4.892 2.523 -4.005
H 4.184 1.593 -5.339
H 3.792 1.241 -2.171
H 3.233 0.129 -3.456
H 1.572 3.459 -2.459
C 2.976 1.026 -2.875
H 2.478 4.353 -3.706
H 3.330 3.679 -2.302
H 2.073 0.795 -2.291
C 0.380 2.234 -6.415
C -2.591 2.347 -5.309
H -2.442 3.184 -6.003
H -3.642 2.044 -5.384
C -1.703 1.169 -5.708
H -3.057 -0.393 -5.184
C -1.914 0.956 -7.206
H -1.201 0.244 -7.636
H -2.399 2.702 -4.292
H -1.934 0.024 -3.867
H -1.865 1.901 -7.760
H -2.927 0.564 -7.368
C -2.023 -0.100 -4.954
H -1.358 -0.915 -5.269
C 0.429 1.382 -4.321
C -1.136 2.277 -1.904
C -1.367 3.093 -0.665
C -2.435 2.819 0.200
C -2.523 3.459 1.430
C -1.598 4.441 1.786
C -0.562 4.766 0.904
C -0.486 4.145 -0.341
H -2.063 2.042 -2.448
H -0.377 2.681 -2.594
H -3.184 2.084 -0.085
H -3.355 3.216 2.096
H -1.679 4.956 2.741
H 0.166 5.534 1.176
H 0.286 4.439 -1.058
*
```

---

No. 2
DFT (the ωB97M-V functional and the def2-TZVPD basis) results for the ion C4H8NOS with charge +1 at a distorted geometry.

Output
SMILES string: C=[N+](C)C(=O)SC
LUMO in Eh: -0.22802
Gap between HOMO and LUMO in eV: 7.63
Relative energy (zero: lowest compared OMol25 entry of this formula, charge and spin) in kJ/mol: 161.95

```
! RIJCOSX wB97M-V def2-TZVPD def2/J DEFGRID3
* xyz 1 1
C -0.209 -0.815 -2.019
N 0.045 -0.922 -0.756
C -0.035 -2.188 -0.063
C 0.349 0.154 0.073
O 1.063 0.079 1.037
S -0.666 1.696 -0.146
C -0.107 2.632 1.329
H -0.207 -1.713 -2.685
H -0.474 0.185 -2.397
H 0.844 -2.538 0.319
H -0.432 -2.982 -0.678
H -0.450 -2.147 0.930
H -0.537 3.609 1.346
H 1.003 2.848 1.325
H -0.187 2.103 2.385
*
```

---

No. 3
DFT (the ωB97M-V functional and the def2-TZVPD basis) results for a structure of composition C19H28Cl5O3PPd.

Output
LUMO in Eh: 0.00202
Gap between HOMO and LUMO in eV: 9.11
Relative energy (zero: lowest compared OMol25 entry of this formula, charge and spin) in kJ/mol: 0.00

```
! RIJCOSX wB97M-V def2-TZVPD def2/J DEFGRID3
* xyz 0 1
Pd 0.181 0.150 -0.743
Cl -2.863 0.844 0.168
C -2.101 -0.445 1.049
C -0.782 -0.763 0.740
C -0.221 -1.824 1.446
Cl 1.399 -2.325 1.055
C -0.903 -2.498 2.457
Cl -0.147 -3.771 3.333
C -2.212 -2.128 2.761
Cl -3.072 -2.939 4.009
C -2.823 -1.103 2.041
Cl -4.446 -0.657 2.392
C 1.496 -2.028 -3.104
C 0.344 -1.090 -3.428
C -0.402 -1.502 -4.677
O -0.599 -1.085 -2.307
C 0.901 0.351 -3.539
O 1.255 0.748 -4.632
O 1.004 1.011 -2.431
H 1.135 -3.053 -2.982
H 1.998 -1.721 -2.186
H 2.218 -2.014 -3.921
H -0.748 -2.536 -4.593
H 0.259 -1.416 -5.536
H -1.258 -0.849 -4.840
H -0.862 -1.990 -2.099
C 2.524 1.845 3.155
C 1.389 1.124 2.421
C 0.092 1.217 3.233
P 1.156 1.616 0.658
C 0.139 3.154 0.616
C 0.509 4.286 1.579
C 0.052 3.671 -0.822
C 2.792 1.921 -0.129
C 3.593 3.165 0.253
C 3.636 0.646 -0.038
H 2.524 1.523 4.198
H 2.402 2.927 3.145
H 3.500 1.608 2.739
H 1.661 0.068 2.346
H -0.127 2.246 3.518
H 0.208 0.642 4.154
H -0.774 0.824 2.704
H -0.850 2.781 0.899
H 1.477 4.726 1.348
H 0.521 3.973 2.620
H -0.237 5.078 1.485
H 1.011 4.071 -1.157
H -0.680 4.479 -0.872
H -0.241 2.893 -1.526
H 2.497 2.022 -1.177
H 3.974 3.133 1.272
H 3.020 4.081 0.128
H 4.453 3.233 -0.417
H 3.918 0.404 0.989
H 4.555 0.780 -0.611
H 3.102 -0.208 -0.455
*
```

---

No. 4
DFT (the ωB97M-V functional and the def2-TZVPD basis) results for a structure of composition C31H34N6O2S3SbSn.

Output
⟨S²⟩: 0.7563
LUMO (alpha / beta) in Eh: -0.20934 / -0.24981
Gap between HOMO and LUMO (alpha / beta) in eV: 7.09 / 5.98
Relative energy (zero: lowest compared OMol25 entry of this formula, charge and spin) in kJ/mol: 0.00

```
! RIJCOSX wB97M-V def2-TZVPD def2/J DEFGRID3
* xyz 2 2
Sn 0.266 -0.665 -0.117
C -1.568 0.979 3.676
C -2.298 2.098 3.311
C -2.209 2.571 2.011
C -1.403 1.898 1.103
N -0.727 0.802 1.456
C -0.794 0.359 2.713
C -1.301 2.291 -0.325
C -1.703 3.536 -0.789
C -1.641 3.795 -2.150
C -1.187 2.802 -3.005
C -0.777 1.600 -2.457
N -0.820 1.353 -1.149
H -1.607 0.572 4.676
H -2.941 2.597 4.024
H -2.787 3.430 1.703
H -0.226 -0.533 2.939
H -2.055 4.295 -0.106
H -1.949 4.757 -2.536
H -1.144 2.954 -4.074
H -0.386 0.802 -3.077
S -4.052 -0.466 0.896
Sb -3.415 -2.984 0.933
S -1.405 -2.962 1.818
S -3.335 -1.049 -0.850
C 0.131 3.969 5.348
O 0.771 2.916 4.615
C 1.169 3.184 3.349
C 0.705 4.235 2.573
C 1.230 4.429 1.301
C 2.212 3.589 0.802
C 2.672 2.528 1.567
C 2.139 2.316 2.827
N 2.645 1.366 3.746
C 3.430 0.329 3.626
C 3.829 -0.462 2.515
C 5.063 -1.141 2.684
C 5.561 -1.967 1.715
C 4.791 -2.191 0.569
C 3.558 -1.602 0.400
C 3.030 -0.725 1.365
O 1.820 -0.221 1.285
H 0.671 4.907 5.224
H 0.155 3.667 6.390
H -0.904 4.088 5.023
H -0.044 4.910 2.962
H 0.883 5.265 0.709
H 2.646 3.779 -0.171
H 3.474 1.900 1.210
H 2.452 1.653 4.700
H 3.859 0.030 4.578
H 5.625 -0.976 3.596
H 6.514 -2.460 1.842
H 5.157 -2.874 -0.189
H 2.964 -1.845 -0.469
C 2.715 -2.526 -4.950
C 1.842 -3.082 -3.845
N 1.477 -2.002 -2.933
C 2.169 -0.849 -2.746
N 1.690 0.016 -1.862
C 2.442 1.244 -1.616
C 3.237 1.688 -2.828
C 4.109 0.533 -3.271
N 3.284 -0.655 -3.477
C 3.832 -1.717 -4.323
H 2.125 -1.885 -5.609
H 3.127 -3.335 -5.550
H 2.368 -3.873 -3.305
H 0.926 -3.510 -4.249
H 0.631 -2.090 -2.403
H 3.127 1.100 -0.770
H 1.735 2.022 -1.320
H 3.857 2.552 -2.591
H 2.562 1.973 -3.639
H 4.889 0.330 -2.529
H 4.605 0.756 -4.214
H 4.493 -2.362 -3.734
H 4.442 -1.239 -5.088
*
```

---

No. 5
DFT (the ωB97M-V functional and the def2-TZVPD basis) results for the molecule C3H4F2O at a distorted geometry.

Output
SMILES string: C=CC(O)(F)F
LUMO in Eh: 0.03050
Gap between HOMO and LUMO in eV: 11.61
Relative energy (zero: lowest compared OMol25 entry of this formula, charge and spin) in kJ/mol: 37.36

```
! RIJCOSX wB97M-V def2-TZVPD def2/J DEFGRID3
* xyz 0 1
C 1.478 -0.423 -0.705
C 0.746 0.256 0.169
C -0.798 0.104 0.209
O -1.427 1.107 0.781
F -1.100 -1.054 0.825
F -1.376 -0.077 -1.157
H 2.521 -0.506 -0.679
H 1.065 -1.061 -1.552
H 1.211 0.807 1.031
H -2.320 0.847 1.078
*
```

---

No. 6
DFT (the ωB97M-V functional and the def2-TZVPD basis) results for the molecule C24H31ClN4O3 at a distorted geometry.

Output
SMILES string: Cc1oc(-c2ccc(Cl)cc2)nc1CN1CCC[C@H](C(=O)NCCCN2CCCC2=O)C1
LUMO in Eh: 0.01131
Gap between HOMO and LUMO in eV: 8.47
Relative energy (zero: lowest compared OMol25 entry of this formula, charge and spin) in kJ/mol: 0.00

```
! RIJCOSX wB97M-V def2-TZVPD def2/J DEFGRID3
* xyz 0 1
C -1.198 -5.013 0.341
C -0.407 -3.771 0.522
O 0.858 -3.721 0.029
C 1.322 -2.496 0.364
C 2.657 -2.077 0.006
C 3.478 -2.879 -0.786
C 4.753 -2.461 -1.115
C 5.211 -1.238 -0.647
Cl 6.805 -0.711 -1.054
C 4.407 -0.432 0.147
C 3.133 -0.850 0.471
N 0.450 -1.789 1.022
C -0.661 -2.575 1.141
C -1.900 -2.055 1.801
N -2.830 -1.395 0.900
C -3.594 -2.282 0.049
C -4.727 -1.485 -0.593
C -4.159 -0.340 -1.422
C -3.242 0.528 -0.561
C -2.534 1.573 -1.422
O -2.618 1.610 -2.634
N -1.807 2.461 -0.710
C -0.891 3.368 -1.362
C 0.371 2.657 -1.872
C 1.064 1.827 -0.786
N 1.467 2.613 0.354
C 2.719 3.334 0.375
C 2.598 4.240 1.606
C 1.580 3.517 2.485
C 0.772 2.688 1.502
O -0.310 2.171 1.709
C -2.188 -0.355 0.119
H -2.102 -4.963 0.941
H -1.474 -5.144 -0.705
H -0.608 -5.877 0.644
H 3.111 -3.829 -1.142
H 5.391 -3.076 -1.729
H 4.790 0.509 0.511
H 2.485 -0.249 1.088
H -2.429 -2.868 2.304
H -1.591 -1.315 2.545
H -4.009 -3.084 0.665
H -2.971 -2.738 -0.742
H -5.360 -1.083 0.200
H -5.331 -2.143 -1.219
H -4.961 0.270 -1.838
H -3.580 -0.735 -2.259
H -3.825 1.033 0.214
H -1.626 2.283 0.272
H -1.408 3.816 -2.215
H -0.629 4.152 -0.649
H 0.083 1.983 -2.680
H 1.058 3.403 -2.276
H 0.384 1.052 -0.423
H 1.951 1.340 -1.202
H 2.854 3.899 -0.550
H 3.555 2.629 0.471
H 3.556 4.387 2.101
H 2.211 5.216 1.312
H 0.938 4.186 3.054
H 2.060 2.831 3.187
H -1.572 0.232 0.803
H -1.531 -0.781 -0.663
*
```